# 1
{
  "formula": "C18H38ClN3O7V",
  "method": "ωB97M-V with the def2-TZVPD basis set",
  "e_above_lowest_ev": 3.381,
  "homo_energy_ha": -0.1907,
  "spin_multiplicity": 1,
  "charge": -1,
  "elements": ["O", "V", "O", "N", "O", "O", "O", "Cl", "C", "C", "C", "C", "C", "C", "N", "O", "C", "C", "C", "H", "H", "H", "H", "H", "H", "H", "H", "H", "H", "H", "H", "H", "H", "H", "H", "H", "H", "H", "C", "C", "C", "C", "C", "C", "N", "O", "C", "C", "C", "H", "H", "H", "H", "H", "H", "H", "H", "H", "H", "H", "H", "H", "H", "H", "H", "H", "H", "H"],
  "positions_angstrom": [[-1.647, 1.525, 0.366], [-1.789, 0.262, -0.575], [-0.580, -0.707, -0.394], [-4.318, 1.703, -2.513], [-3.280, 1.248, -2.069], [-4.463, 2.380, -3.451], [-5.370, 1.358, -1.949], [-3.928, -1.241, 0.165], [0.912, 3.494, -1.309], [1.179, 3.000, -2.723], [2.745, 3.097, -2.840], [3.309, 2.641, -4.113], [2.954, 1.091, -4.242], [1.343, 0.771, -4.172], [0.808, 1.593, -2.969], [-0.468, 1.376, -2.570], [0.851, 1.087, -5.516], [1.262, -0.757, -3.877], [0.340, 4.012, -3.556], [0.629, 2.694, -0.625], [0.087, 4.195, -1.177], [1.738, 3.828, -0.681], [3.065, 4.139, -2.821], [3.247, 2.471, -2.103], [4.388, 2.692, -3.965], [2.918, 3.124, -5.009], [3.465, 0.496, -3.485], [3.284, 0.769, -5.229], [-0.225, 1.195, -5.376], [1.247, 2.044, -5.856], [0.991, 0.296, -6.253], [0.268, -1.151, -3.664], [1.651, -1.328, -4.719], [1.948, -1.193, -3.150], [-0.723, 3.835, -3.396], [0.806, 3.671, -4.481], [0.659, 5.049, -3.447], [-0.859, 1.603, -3.417], [-0.546, -3.920, 1.983], [-0.521, -3.454, 3.432], [0.908, -3.229, 3.736], [1.149, -2.245, 4.962], [0.560, -0.854, 4.609], [-0.914, -1.043, 4.115], [-1.289, -2.220, 3.378], [-2.678, -2.332, 3.093], [-1.797, -1.012, 5.473], [-1.262, 0.280, 3.256], [-1.124, -4.497, 4.433], [-0.165, -3.121, 1.348], [-1.552, -4.130, 1.619], [0.103, -4.775, 1.791], [1.285, -4.219, 3.992], [1.580, -2.931, 2.932], [2.235, -2.198, 5.044], [0.691, -2.423, 5.935], [1.089, -0.239, 3.881], [0.635, -0.303, 5.546], [-1.759, -1.854, 6.165], [-1.611, -0.128, 6.083], [-2.805, -0.925, 5.068], [-1.008, 1.213, 3.759], [-0.714, 0.434, 2.327], [-2.311, 0.297, 2.958], [-0.871, -5.487, 4.054], [-2.209, -4.538, 4.524], [-0.729, -4.546, 5.448], [-2.810, -1.966, 2.215]],
  "forces_ev_per_angstrom": [[0.4, -1.1, -0.3], [-3.6, 1.1, -0.5], [0.6, -0.1, 0.2], [-5.7, -2.5, 3.1], [5.3, -1.1, 0.8], [2.2, 3.6, -4.9], [-0.4, -0.6, 1.4], [2.0, 1.0, -0.3], [-0.7, -1.5, 2.6], [1.0, 1.3, 1.5], [-1.3, 1.0, -0.7], [-0.3, -3.5, -0.7], [-1.2, 0.9, 0.0], [3.7, -0.3, 2.9], [4.2, -0.3, 0.1], [-1.7, -0.7, -1.0], [-2.0, 0.8, -0.5], [0.1, -0.3, -0.2], [2.4, -1.4, -1.2], [-0.5, -0.6, -0.3], [0.1, 0.1, -0.4], [0.6, 0.6, -0.8], [-0.3, 0.2, 1.0], [-0.4, 0.4, 0.6], [0.2, 0.3, -0.9], [0.4, 0.4, 0.1], [0.0, 0.2, 0.1], [0.0, -0.3, 0.0], [-0.4, 0.2, -0.7], [-0.1, -0.1, -0.3], [0.3, 0.1, 0.1], [-0.1, 0.3, 0.0], [-0.4, 0.3, -0.8], [-0.2, 0.9, 0.9], [0.1, 0.1, -0.4], [-1.4, 0.7, -1.3], [-0.3, -0.1, 0.5], [-2.2, -0.1, 0.4], [-0.2, -0.6, -0.7], [-2.2, -0.1, -0.8], [1.2, 0.5, 2.9], [0.2, 0.6, -2.1], [0.0, -1.4, -0.7], [-1.3, 2.5, 2.1], [1.4, 1.0, -0.6], [1.0, -0.4, 1.4], [-0.3, 0.9, -1.4], [0.0, -0.8, 0.5], [0.1, -1.0, -0.5], [0.0, 0.2, 0.1], [0.0, -0.2, 0.1], [-0.1, -0.4, 0.2], [0.2, -0.2, 0.2], [-0.6, 0.5, -0.3], [0.1, 0.2, 0.5], [0.1, -1.1, -0.2], [0.4, -0.5, -0.3], [-0.7, 0.4, -0.1], [0.3, -0.4, -0.5], [0.1, 0.2, -0.2], [-0.3, -0.2, 0.5], [-0.3, -0.1, 0.7], [0.3, -0.9, -0.1], [-0.1, 0.0, 0.3], [0.1, -0.2, -0.2], [0.0, 0.6, -0.3], [0.3, 0.8, 0.1], [0.0, 0.2, -0.7]]
}


# 2
{
  "formula": "C18H38InN3NiO5",
  "method": "ωB97M-V with the def2-TZVPD basis set",
  "homo_energy_ha": [-0.6599, -0.6533],
  "spin_multiplicity": 4,
  "charge": 3,
  "elements": ["Ni", "In", "N", "O", "O", "O", "C", "C", "C", "C", "C", "C", "N", "O", "C", "C", "C", "H", "H", "H", "H", "H", "H", "H", "H", "H", "H", "H", "H", "H", "H", "H", "H", "H", "H", "H", "C", "C", "C", "C", "C", "C", "N", "O", "C", "C", "C", "H", "H", "H", "H", "H", "H", "H", "H", "H", "H", "H", "H", "H", "H", "H", "H", "H", "H", "H"],
  "positions_angstrom": [[-0.528, 4.728, 1.343], [1.722, -1.106, -0.651], [-0.168, 1.843, 0.040], [1.016, 1.617, 0.205], [-0.789, 0.928, -0.407], [-0.525, 2.974, 0.289], [1.198, -2.771, 4.862], [-0.194, -2.841, 4.165], [-1.369, -2.947, 5.191], [-1.488, -1.588, 5.975], [-1.745, -0.371, 5.089], [-0.779, -0.252, 3.895], [-0.487, -1.590, 3.343], [0.239, -1.502, 2.162], [-1.462, 0.757, 2.970], [0.587, 0.603, 4.352], [-0.411, -4.018, 3.219], [1.407, -3.706, 5.383], [1.295, -2.003, 5.630], [1.922, -2.663, 4.055], [-2.303, -3.261, 4.724], [-1.020, -3.763, 5.822], [-0.573, -1.375, 6.528], [-2.225, -1.828, 6.742], [-1.637, 0.455, 5.791], [-2.793, -0.544, 4.848], [-0.677, 0.924, 2.232], [-2.268, 0.498, 2.284], [-1.812, 1.688, 3.417], [1.374, 0.543, 3.600], [0.435, 1.626, 4.696], [0.978, 0.080, 5.225], [-0.225, -4.990, 3.677], [0.271, -3.948, 2.372], [-1.450, -3.944, 2.899], [1.125, -1.395, 2.516], [2.079, 1.655, -5.486], [1.576, 1.721, -4.017], [0.632, 2.879, -3.719], [-0.698, 2.830, -4.482], [-1.384, 1.506, -4.128], [-0.494, 0.192, -4.207], [0.880, 0.437, -3.643], [1.672, -0.767, -3.621], [-1.219, -0.882, -3.364], [-0.416, -0.255, -5.723], [2.716, 1.969, -3.125], [2.691, 0.753, -5.473], [2.743, 2.507, -5.635], [1.345, 1.521, -6.281], [0.454, 3.028, -2.653], [1.178, 3.787, -3.975], [-0.557, 2.955, -5.556], [-1.344, 3.676, -4.247], [-2.249, 1.465, -4.791], [-1.830, 1.745, -3.163], [-2.184, -1.143, -3.798], [-0.724, -1.850, -3.433], [-1.307, -0.547, -2.331], [-1.374, -0.716, -5.962], [-0.238, 0.492, -6.497], [0.250, -1.102, -5.887], [2.373, 2.278, -2.137], [3.384, 2.703, -3.574], [3.352, 1.086, -3.073], [2.054, -0.783, -4.501]],
  "forces_ev_per_angstrom": [[0.1, -0.7, -0.4], [-0.3, 0.5, 0.1], [3.2, -1.2, -0.2], [4.1, -0.5, 0.9], [-3.9, -1.1, -1.2], [-3.2, 3.0, 0.5], [-0.5, 0.2, -0.8], [-2.1, -0.6, 0.6], [1.6, 1.7, 0.4], [0.8, -1.9, 0.2], [-0.3, -2.0, 1.6], [-1.5, 2.0, 1.8], [1.8, 1.3, 0.4], [-1.0, 0.0, 0.5], [0.9, -0.2, -2.8], [-0.1, -2.5, 0.5], [0.7, 0.4, -0.6], [-0.3, -0.2, -0.3], [-0.1, 0.1, -0.4], [0.5, 0.1, 0.3], [0.0, 0.2, -0.1], [-0.4, 0.1, 0.4], [0.2, -0.5, 0.1], [-0.3, 0.9, -0.1], [-0.2, 0.5, -0.6], [0.0, 0.9, -0.9], [0.0, 0.9, -0.1], [-0.4, -1.0, 0.6], [0.6, -0.3, 0.6], [-0.2, 0.3, -0.3], [-0.7, -0.1, -0.6], [0.1, 0.0, 0.1], [-0.1, 0.2, 0.3], [-0.2, -0.2, -0.2], [0.2, -0.4, -0.3], [1.0, 0.0, 0.0], [0.0, -1.1, 0.5], [-1.2, 0.7, 0.2], [-1.2, 1.0, -1.0], [0.8, -0.4, -0.2], [0.2, 1.1, -0.2], [-1.9, 0.8, 0.3], [0.1, -0.9, -2.6], [-1.6, 2.1, 0.9], [0.7, -0.6, -0.5], [0.0, -0.8, 0.2], [2.0, -0.8, 0.7], [0.5, 0.1, -0.6], [-0.2, 0.0, -0.1], [0.1, 0.5, 0.4], [-0.1, -0.6, 0.2], [0.2, 0.0, -0.3], [0.3, -0.3, -0.1], [0.0, -0.1, 0.4], [0.1, -0.9, -0.1], [0.2, -1.0, 0.5], [-0.2, 0.7, 0.1], [0.4, 0.0, 0.2], [-0.2, -0.1, -0.1], [-0.3, 0.3, 0.3], [0.0, 0.2, 0.5], [0.4, 0.1, 0.2], [0.3, 0.0, 0.0], [-0.3, 0.3, 0.3], [0.1, -0.1, 0.3], [0.7, -0.2, -0.7]]
}


# 3
{
  "formula": "C18H38N2O2Tl",
  "method": "ωB97M-V with the def2-TZVPD basis set",
  "homo_energy_ha": [-0.5049, -0.5049],
  "spin_multiplicity": 2,
  "charge": 2,
  "elements": ["Tl", "C", "C", "C", "C", "C", "C", "N", "O", "C", "C", "C", "H", "H", "H", "H", "H", "H", "H", "H", "H", "H", "H", "H", "H", "H", "H", "H", "H", "H", "H", "C", "C", "C", "C", "C", "C", "N", "O", "C", "C", "C", "H", "H", "H", "H", "H", "H", "H", "H", "H", "H", "H", "H", "H", "H", "H", "H", "H", "H", "H"],
  "positions_angstrom": [[1.502, -1.616, -1.532], [-2.787, 2.016, -2.889], [-2.468, 0.879, -2.017], [-3.767, 0.318, -1.284], [-4.660, -0.412, -2.269], [-3.816, -1.584, -2.798], [-2.536, -1.229, -3.483], [-1.800, -0.322, -2.627], [-0.510, -0.039, -3.095], [-1.672, -2.594, -3.622], [-2.911, -0.641, -4.871], [-1.582, 1.410, -0.736], [-3.047, 2.938, -2.369], [-3.586, 1.884, -3.619], [-1.964, 2.249, -3.565], [-3.632, -0.390, -0.467], [-4.264, 1.215, -0.916], [-4.984, 0.262, -3.062], [-5.563, -0.846, -1.839], [-4.379, -2.243, -3.459], [-3.817, -2.303, -1.979], [-1.296, -3.025, -2.693], [-2.265, -3.400, -4.053], [-0.814, -2.430, -4.273], [-3.609, 0.196, -4.883], [-2.026, -0.479, -5.487], [-3.427, -1.448, -5.390], [-2.173, 1.998, -0.034], [-0.771, 2.016, -1.139], [-1.120, 0.611, -0.155], [-0.597, 0.513, -3.875], [1.684, 2.006, 0.987], [2.622, 1.361, 2.118], [1.858, 1.711, 3.400], [2.245, 0.984, 4.662], [2.030, -0.514, 4.441], [2.645, -1.072, 3.070], [2.494, -0.093, 1.915], [2.973, -0.552, 0.803], [4.054, -1.439, 3.468], [1.986, -2.458, 2.674], [4.086, 1.923, 2.021], [2.003, 2.052, -0.054], [1.426, 3.007, 1.333], [0.762, 1.457, 0.798], [2.034, 2.766, 3.608], [0.796, 1.559, 3.206], [1.614, 1.407, 5.443], [3.285, 1.261, 4.837], [1.015, -0.887, 4.578], [2.546, -0.827, 5.349], [4.606, -1.928, 2.665], [4.655, -0.624, 3.871], [4.002, -2.117, 4.320], [2.546, -2.806, 1.806], [2.070, -3.225, 3.444], [0.906, -2.383, 2.554], [4.126, 2.969, 2.327], [4.715, 1.668, 1.169], [4.716, 1.436, 2.766], [3.838, -0.147, 0.902]],
  "forces_ev_per_angstrom": [[-0.8, 0.1, -0.6], [-0.2, 1.3, -1.9], [0.1, -2.2, 4.1], [-0.4, 0.7, -1.2], [0.4, -0.4, -0.8], [-2.1, -0.8, 0.5], [0.7, -1.2, -0.3], [-0.1, 0.6, 2.0], [0.6, 0.0, 0.1], [-0.5, 1.2, -0.6], [0.4, -1.3, -0.2], [-0.1, -0.4, -2.0], [0.2, -0.1, 0.3], [-0.3, -0.4, 0.4], [0.5, 0.2, 0.2], [0.8, 0.3, 0.2], [-0.1, -0.1, 0.3], [0.0, 0.0, -0.1], [0.0, 0.3, 0.3], [-0.3, 0.5, -0.7], [1.3, 0.2, 0.6], [-0.2, 0.5, 0.5], [-0.2, 0.2, -0.2], [0.0, 0.0, -0.1], [0.4, 0.0, 0.3], [0.1, 0.5, 0.0], [-0.1, 0.0, -0.1], [-0.2, 0.1, -0.3], [0.1, 0.3, 0.1], [-0.2, -0.5, -0.2], [0.1, 0.3, -0.6], [0.1, -0.3, -0.3], [-1.7, 1.2, -1.6], [0.2, 0.7, 0.3], [-0.6, 0.3, -1.6], [0.3, 0.4, 0.2], [-2.4, -1.4, 2.6], [0.3, 0.3, 4.5], [0.7, -0.8, -1.5], [1.8, 0.4, -0.5], [0.0, 1.2, 0.0], [0.3, -1.6, 1.3], [1.2, 0.2, 0.2], [0.0, -0.1, -0.2], [-0.3, -0.2, 1.0], [-0.2, 0.2, -0.5], [-0.1, 0.1, -0.1], [0.2, -0.4, 0.3], [0.1, -0.4, 0.5], [-0.2, 0.5, -0.3], [0.3, -1.4, -0.6], [0.1, 0.0, 0.0], [-0.1, 0.3, -0.3], [-0.3, -0.2, -0.4], [-0.5, -0.3, -0.2], [0.5, 0.4, 0.3], [0.0, 0.2, -0.6], [-0.3, 0.0, -0.7], [-0.7, 0.6, -0.9], [-0.3, -0.1, 0.7], [1.5, 0.2, -1.5]]
}